<P>
This record from the Open Molecules 2025 dataset describes a single C2HNO2S2 molecule. The level of theory is ωB97M-V/def2-TZVPD.

Last columns: bonded neighbours and bond lengths (Å).
Cartesian coordinates (Å):
1 S -2.9705 -0.7314 -0.0570  C2 1.519
2 C -1.5595 -0.1715 -0.0117  S1 1.519, O3 1.372, O7 1.464
3 O -1.0396 1.0977 -0.0013  C2 1.372, N4 1.417
4 N 0.3712 1.2051 -0.0792  O3 1.417, C5 1.377
5 C 0.6191 -0.1299 0.1470  N4 1.377, S6 1.861, O7 1.310
6 S 2.3533 -0.7683 -0.0701  C5 1.861, H8 1.292
7 O -0.3550 -1.0017 0.0550  C2 1.464, C5 1.310
8 H 2.5809 0.5001 0.0174  S6 1.292

Results
Total charge ... 0
HOMO ... -9.50 eV
LUMO ... 0.194 eV
Structure (SMILES) ... S=c1onc(S)o1



<Q>
This record from the Open Molecules 2025 dataset describes a single C2HNO2S2 molecule. The level of theory is ωB97M-V/def2-TZVPD.

Last columns: bonded neighbours and bond lengths (Å).
Cartesian coordinates (Å):
1 S 2.6308 -0.5050 0.1032  C2 1.580
2 C 1.1337 -0.0192 -0.0311  S1 1.580, N3 1.436, O7 1.376
3 N 0.6711 1.3397 -0.0643  C2 1.436, O4 1.395, H8 1.077
4 O -0.7235 1.3435 -0.0785  N3 1.395, C5 1.336
5 C -1.1421 0.0764 -0.1483  O4 1.336, S6 1.619, O7 1.426
6 S -2.6193 -0.5180 0.1440  C5 1.619
7 O 0.0061 -0.7500 -0.3283  C2 1.376, C5 1.426
8 H 0.9065 1.8992 0.8256  N3 1.077

Results
Total charge ... 0
HOMO ... -9.69 eV
LUMO ... -0.354 eV
Structure (SMILES) ... S=c1[nH]oc(=S)o1



Which structure is the least stable? The one labeled <P>.



<P>
This record from the Open Molecules 2025 dataset describes a gas-phase ion, C2H3N2O2 (charge +1). The level of theory is ωB97M-V/def2-TZVPD.

Last columns: bonded neighbours and bond lengths (Å).
Cartesian coordinates (Å):
1 C -0.5651 -0.8868 -0.2197  C2 1.460, N3 1.272, H7 1.020
2 C -1.1009 0.3978 0.2208  C1 1.460, O6 1.311, H8 1.100
3 N 0.7021 -0.9516 -0.1371  C1 1.272, H9 1.018
4 N 1.0704 1.1612 0.3404  O5 1.162, O6 1.306
5 O 1.9841 1.5918 -0.2343  N4 1.162
6 O -0.2114 1.3604 0.1871  C2 1.311, N4 1.306
7 H -1.1377 -1.6783 -0.5117  C1 1.020
8 H -2.0052 0.7751 0.7210  C2 1.100
9 H 1.2637 -1.7695 -0.3665  N3 1.018

Results
Total charge ... +1
HOMO (spin up / spin down) ... -15.21 / -15.38 eV
LUMO (spin up / spin down) ... -7.712 / -7.586 eV



<Q>
This record from the Open Molecules 2025 dataset describes 2 unconnected molecules or ions with the total composition C2H3N2O2. The level of theory is ωB97M-V/def2-TZVPD.

Last columns: bonded neighbours and bond lengths (Å).
Cartesian coordinates (Å):
1 C -2.5288 0.0984 0.1039  C2 1.363, N3 1.177
2 C -1.2166 -0.2703 0.1155  C1 1.363, N4 1.132
3 N -3.6144 0.5473 0.0230  C1 1.177, O5 1.143
4 N -0.1009 -0.4550 0.0575  C2 1.132
5 O -4.6704 0.9798 -0.0353  N3 1.143
6 O 3.0970 -0.2039 0.0763  H7 1.048, H8 1.030, H9 0.906
7 H 2.0731 -0.1011 0.2733  O6 1.048
8 H 3.4082 -1.0926 -0.3415  O6 1.030
9 H 3.5529 0.4974 -0.2727  O6 0.906

Results
Total charge ... +1
HOMO ... -14.00 eV
LUMO ... -4.775 eV



Which structure is the least stable? The one labeled <P>.



<P>
This record from the Open Molecules 2025 dataset describes 15 unconnected molecules or ions with the total composition C15H60N30O15. The level of theory is ωB97M-V/def2-TZVPD.

Last columns: bonded neighbours and bond lengths (Å).
Cartesian coordinates (Å):
1 C -17.3712 16.3597 19.1702  O2 1.228, N3 1.342, N4 1.303
2 O -16.8288 17.4577 19.2637  C1 1.228
3 N -18.5981 16.0575 19.6210  C1 1.342, H5 1.010, H6 1.010
4 N -16.8921 15.3132 18.5604  C1 1.303, H7 1.010, H8 1.010
5 H -18.9886 15.1677 19.3454  N3 1.010
6 H -19.2066 16.8256 19.8658  N3 1.010
7 H -15.9289 15.3532 18.2590  N4 1.010
8 H -17.4255 14.4877 18.3278  N4 1.010
9 C -18.0482 13.3258 22.1923  O10 1.244, N11 1.307, N12 1.271
10 O -18.6241 12.8983 21.1756  C9 1.244
11 N -18.4199 12.9695 23.3941  C9 1.307, H13 1.010, H14 1.010
12 N -17.2608 14.3238 22.1844  C9 1.271, H15 1.010, H16 1.010
13 H -17.8225 13.2932 24.1413  N11 1.010
14 H -19.2642 12.4332 23.5342  N11 1.010
15 H -17.1666 14.6567 21.2355  N12 1.010
16 H -16.8974 14.9117 22.9208  N12 1.010
17 C -13.2444 13.8099 18.6878  O18 1.221, N19 1.313, N20 1.325
18 O -14.0151 14.7544 18.7584  C17 1.221
19 N -13.1626 12.9123 19.6432  C17 1.313, H21 1.010, H22 1.010
20 N -12.3608 13.6303 17.7175  C17 1.325, H23 1.010, H24 1.010
21 H -12.8164 12.0081 19.3557  N19 1.010
22 H -13.7392 13.0963 20.4518  N19 1.010
23 H -11.6654 12.9045 17.6189  N20 1.010
24 H -12.2806 14.3484 17.0118  N20 1.010
25 C -20.9748 15.9122 23.4636  O26 1.209, N27 1.246, N28 1.320
26 O -22.0617 16.3416 23.7734  C25 1.209
27 N -20.5843 15.7619 22.2903  C25 1.246, H29 1.010, H30 1.010
28 N -20.0491 15.3090 24.1849  C25 1.320, H31 1.010, H32 1.010
29 H -21.3480 15.9476 21.6559  N27 1.010
30 H -19.9403 14.9921 22.1772  N27 1.010
31 H -19.0942 15.2656 23.8588  N28 1.010
32 H -20.2794 14.9689 25.1076  N28 1.010
33 C -13.1026 17.0019 14.8551  O34 1.186, N35 1.285, N36 1.314
34 O -12.6573 16.5605 13.8490  C33 1.186
35 N -14.3033 16.7450 15.2343  C33 1.285, H37 1.010, H38 1.010
36 N -12.5127 17.4779 15.9286  C33 1.314, H39 1.010, H40 1.010
37 H -14.6670 16.6933 16.1751  N35 1.010
38 H -14.7146 16.0988 14.5760  N35 1.010
39 H -12.9407 17.5421 16.8412  N36 1.010
40 H -11.5538 17.5554 15.6210  N36 1.010
41 C -17.1649 15.2028 14.7484  O42 1.194, N43 1.265, N44 1.283
42 O -16.1448 14.6007 14.6020  C41 1.194
43 N -17.4228 16.2594 14.1014  C41 1.265, H45 1.010, H46 1.010
44 N -18.1009 14.8733 15.5617  C41 1.283, H47 1.010, H48 1.010
45 H -18.2195 16.7536 14.4772  N43 1.010
46 H -16.9606 16.3816 13.2117  N43 1.010
47 H -18.8565 15.5431 15.5409  N44 1.010
48 H -18.3084 13.8997 15.7328  N44 1.010
49 C -17.3455 19.4776 22.1325  O50 1.207, N51 1.332, N52 1.337
50 O -17.7704 20.4811 21.6133  C49 1.207
51 N -17.9118 18.2724 22.1377  C49 1.332, H53 1.010, H54 1.010
52 N -16.1784 19.4483 22.7831  C49 1.337, H55 1.010, H56 1.010
53 H -17.7087 17.6264 22.8871  N51 1.010
54 H -18.8100 18.1004 21.7089  N51 1.010
55 H -15.9645 18.7665 23.4969  N52 1.010
56 H -15.6479 20.2899 22.6086  N52 1.010
57 C -13.6711 16.5630 21.9687  O58 1.248, N59 1.227, N60 1.354
58 O -14.0099 16.4307 23.1627  C57 1.248
59 N -12.5655 16.6045 21.4389  C57 1.227, H61 1.010, H62 1.010
60 N -14.5831 16.6826 20.9751  C57 1.354, H63 1.010, H64 1.010
61 H -11.7287 16.4151 21.9719  N59 1.010
62 H -12.4355 16.8729 20.4739  N59 1.010
63 H -15.5492 16.8073 21.2416  N60 1.010
64 H -14.3391 16.3659 20.0476  N60 1.010
65 C -13.6849 19.4138 19.5434  O66 1.230, N67 1.332, N68 1.268
66 O -13.2255 18.7910 18.5871  C65 1.230
67 N -15.0055 19.5039 19.6931  C65 1.332, H69 1.010, H70 1.010
68 N -12.9077 19.9931 20.3606  C65 1.268, H71 1.010, H72 1.010
69 H -15.3581 19.9446 20.5307  N67 1.010
70 H -15.5967 18.7846 19.3018  N67 1.010
71 H -13.2992 20.5870 21.0775  N68 1.010
72 H -11.9008 19.9219 20.3263  N68 1.010
73 C -22.2682 12.6000 21.1492  O74 1.277, N75 1.224, N76 1.353
74 O -22.6390 13.7727 21.4934  C73 1.277
75 N -21.2884 12.3101 20.4744  C73 1.224, H77 1.010, H78 1.010
76 N -22.9559 11.5356 21.6229  C73 1.353, H79 1.010, H80 1.010
77 H -21.0928 11.3193 20.4878  N75 1.010
78 H -20.5924 12.8740 20.0079  N75 1.010
79 H -23.8338 11.7252 22.0850  N76 1.010
80 H -22.6081 10.6094 21.4198  N76 1.010
81 C -17.6271 10.0181 19.6200  O82 1.222, N83 1.278, N84 1.288
82 O -17.1863 8.9828 19.1431  C81 1.222
83 N -17.1298 11.1811 19.4392  C81 1.278, H85 1.010, H86 1.010
84 N -18.7432 10.1520 20.2485  C81 1.288, H87 1.010, H88 1.010
85 H -16.1719 11.0247 19.1598  N83 1.010
86 H -17.5315 12.0788 19.6693  N83 1.010
87 H -19.0728 11.0709 20.5077  N84 1.010
88 H -18.8522 9.2985 20.7773  N84 1.010
89 C -18.7883 20.7782 17.9866  O90 1.218, N91 1.281, N92 1.263
90 O -19.7274 20.9814 17.2377  C89 1.218
91 N -18.0056 19.7648 17.9774  C89 1.281, H93 1.010, H94 1.010
92 N -18.5301 21.5598 18.9449  C89 1.263, H95 1.010, H96 1.010
93 H -17.7833 19.4601 18.9144  N91 1.010
94 H -18.1990 18.9273 17.4471  N91 1.010
95 H -18.0241 21.1381 19.7106  N92 1.010
96 H -19.1041 22.3612 19.1650  N92 1.010
97 C -20.9722 19.1965 20.9702  O98 1.180, N99 1.279, N100 1.285
98 O -20.0458 18.6581 20.4766  C97 1.180
99 N -20.8080 20.1460 21.8108  C97 1.279, H101 1.010, H102 1.010
100 N -22.2275 19.0808 20.7214  C97 1.285, H103 1.010, H104 1.010
101 H -21.4541 20.7359 22.3154  N99 1.010
102 H -19.8115 20.2745 21.7086  N99 1.010
103 H -22.8262 19.5905 21.3553  N100 1.010
104 H -22.6238 18.5704 19.9452  N100 1.010
105 C -22.9928 16.4401 19.7167  O106 1.258, N107 1.299, N108 1.290
106 O -23.1312 17.4234 18.9447  C105 1.258
107 N -23.7741 16.4148 20.7544  C105 1.299, H109 1.010, H110 1.010
108 N -22.1965 15.4567 19.4674  C105 1.290, H111 1.010, H112 1.010
109 H -24.4553 17.1568 20.8292  N107 1.010
110 H -23.7529 15.6835 21.4508  N107 1.010
111 H -22.2389 14.7428 20.1805  N108 1.010
112 H -21.8098 15.3501 18.5404  N108 1.010
113 C -20.1678 12.9459 17.2369  O114 1.204, N115 1.257, N116 1.321
114 O -19.5538 13.2956 18.2113  C113 1.204
115 N -20.3340 11.7427 16.9134  C113 1.257, H117 1.010, H118 1.010
116 N -20.7018 13.6633 16.2650  C113 1.321, H119 1.010, H120 1.010
117 H -20.7596 11.6064 16.0076  N115 1.010
118 H -19.9696 10.9815 17.4682  N115 1.010
119 H -21.4898 13.3621 15.7096  N116 1.010
120 H -20.4307 14.6355 16.2276  N116 1.010

Results
Total charge ... 0
HOMO ... -8.14 eV
LUMO ... -0.316 eV



<Q>
This record from the Open Molecules 2025 dataset describes 15 unconnected molecules or ions with the total composition C15H60N30O15. The level of theory is ωB97M-V/def2-TZVPD.

Last columns: bonded neighbours and bond lengths (Å).
Cartesian coordinates (Å):
1 C 6.5285 1.8862 5.1296  O2 1.186, N3 1.310, N4 1.280
2 O 7.5581 2.1419 5.6589  C1 1.186
3 N 6.5208 1.6650 3.8382  C1 1.310, H5 1.010, H6 1.010
4 N 5.3337 1.8583 5.5890  C1 1.280, H7 1.010, H8 1.010
5 H 5.7145 1.1283 3.5521  N3 1.010
6 H 7.4478 1.7841 3.4552  N3 1.010
7 H 4.6268 1.6739 4.8916  N4 1.010
8 H 5.1147 1.5175 6.5142  N4 1.010
9 C 2.0771 -4.5752 -6.8001  O10 1.237, N11 1.319, N12 1.290
10 O 1.5049 -4.2199 -7.8378  C9 1.237
11 N 2.9767 -3.8810 -6.1297  C9 1.319, H13 1.010, H14 1.010
12 N 1.9556 -5.7896 -6.3836  C9 1.290, H15 1.010, H16 1.010
13 H 3.6925 -4.2131 -5.4993  N11 1.010
14 H 3.1248 -2.9753 -6.5513  N11 1.010
15 H 2.5060 -6.0188 -5.5683  N12 1.010
16 H 1.2417 -6.3797 -6.7863  N12 1.010
17 C 5.6263 2.8336 -3.4488  O18 1.172, N19 1.270, N20 1.350
18 O 6.3928 2.9674 -2.5728  C17 1.172
19 N 4.5612 3.4884 -3.6732  C17 1.270, H21 1.010, H22 1.010
20 N 5.7702 1.8850 -4.3981  C17 1.350, H23 1.010, H24 1.010
21 H 3.9307 3.8970 -2.9982  N19 1.010
22 H 4.3711 3.4834 -4.6651  N19 1.010
23 H 5.2394 2.1716 -5.2082  N20 1.010
24 H 6.4823 1.1820 -4.2612  N20 1.010
25 C -5.2696 7.0105 4.0173  O26 1.227, N27 1.253, N28 1.352
26 O -5.5751 6.7355 2.8614  C25 1.227
27 N -4.3520 6.4846 4.6895  C25 1.253, H29 1.010, H30 1.010
28 N -5.9732 7.8506 4.8095  C25 1.352, H31 1.010, H32 1.010
29 H -4.2454 6.6098 5.6860  N27 1.010
30 H -3.7725 5.8144 4.2046  N27 1.010
31 H -5.7439 7.8562 5.7931  N28 1.010
32 H -6.4805 8.5396 4.2728  N28 1.010
33 C 2.0954 6.6451 1.8191  O34 1.182, N35 1.308, N36 1.363
34 O 1.4288 6.0035 1.0828  C33 1.182
35 N 1.6434 7.3426 2.8284  C33 1.308, H37 1.010, H38 1.010
36 N 3.4558 6.5806 1.8647  C33 1.363, H39 1.010, H40 1.010
37 H 0.6338 7.3425 2.8567  N35 1.010
38 H 2.2001 7.8345 3.5127  N35 1.010
39 H 4.0202 5.9800 1.2808  N36 1.010
40 H 3.9431 7.1275 2.5601  N36 1.010
41 C -4.1644 0.6188 6.6902  O42 1.177, N43 1.325, N44 1.298
42 O -3.1508 0.6284 6.0929  C41 1.177
43 N -4.3661 0.1172 7.8995  C41 1.325, H45 1.010, H46 1.010
44 N -5.2795 1.2215 6.4119  C41 1.298, H47 1.010, H48 1.010
45 H -3.7381 -0.4256 8.4748  N43 1.010
46 H -5.2526 0.3042 8.3458  N43 1.010
47 H -6.0773 1.0074 6.9931  N44 1.010
48 H -5.4009 1.8365 5.6199  N44 1.010
49 C 0.3590 -5.8160 6.0706  O50 1.164, N51 1.263, N52 1.334
50 O 0.4525 -6.6151 5.2289  C49 1.164
51 N 0.5892 -4.5771 5.9813  C49 1.263, H53 1.010, H54 1.010
52 N -0.2486 -6.0852 7.2268  C49 1.334, H55 1.010, H56 1.010
53 H 0.8166 -4.2411 5.0564  N51 1.010
54 H 0.4116 -3.9726 6.7706  N51 1.010
55 H -0.3310 -7.0723 7.4244  N52 1.010
56 H -0.0993 -5.5078 8.0420  N52 1.010
57 C 1.8531 1.8247 -9.9498  O58 1.222, N59 1.304, N60 1.300
58 O 3.0155 1.4976 -9.7638  C57 1.222
59 N 0.7595 1.3330 -9.4378  C57 1.304, H61 1.010, H62 1.010
60 N 1.5339 2.8305 -10.7095  C57 1.300, H63 1.010, H64 1.010
61 H 0.8499 0.4664 -8.9268  N59 1.010
62 H -0.0983 1.7461 -9.7747  N59 1.010
63 H 2.1415 3.4657 -11.2070  N60 1.010
64 H 0.5457 3.0249 -10.7862  N60 1.010
65 C -4.1482 -1.8487 -5.8185  O66 1.224, N67 1.266, N68 1.304
66 O -3.7837 -0.9819 -5.0355  C65 1.224
67 N -4.4643 -1.5302 -7.0022  C65 1.266, H69 1.010, H70 1.010
68 N -4.3424 -3.0895 -5.4678  C65 1.304, H71 1.010, H72 1.010
69 H -4.9741 -2.1785 -7.5852  N67 1.010
70 H -4.2380 -0.5687 -7.2127  N67 1.010
71 H -4.9340 -3.6008 -6.1071  N68 1.010
72 H -4.2343 -3.4617 -4.5351  N68 1.010
73 C -7.8384 1.7127 -0.2809  O74 1.217, N75 1.326, N76 1.278
74 O -8.1820 0.5977 -0.6257  C73 1.217
75 N -6.5543 2.0308 -0.3753  C73 1.326, H77 1.010, H78 1.010
76 N -8.5927 2.5395 0.3370  C73 1.278, H79 1.010, H80 1.010
77 H -6.3871 2.9960 -0.1292  N75 1.010
78 H -5.9763 1.2025 -0.3700  N75 1.010
79 H -8.2513 3.4863 0.4211  N76 1.010
80 H -9.5503 2.2182 0.3377  N76 1.010
81 C -2.9735 6.6072 -5.0074  O82 1.265, N83 1.282, N84 1.262
82 O -3.7745 6.3799 -5.9604  C81 1.265
83 N -2.4416 5.7868 -4.1779  C81 1.282, H85 1.010, H86 1.010
84 N -2.6042 7.7856 -4.7495  C81 1.262, H87 1.010, H88 1.010
85 H -2.5490 4.7922 -4.3167  N83 1.010
86 H -1.7916 6.1553 -3.4983  N83 1.010
87 H -1.9625 7.9478 -3.9866  N84 1.010
88 H -2.9633 8.4753 -5.3941  N84 1.010
89 C 4.4143 -7.2779 -0.7144  O90 1.217, N91 1.284, N92 1.321
90 O 5.0530 -6.6149 -1.5111  C89 1.217
91 N 4.7289 -8.5125 -0.5575  C89 1.284, H93 1.010, H94 1.010
92 N 3.3888 -6.8467 -0.0027  C89 1.321, H95 1.010, H96 1.010
93 H 4.1168 -9.1028 -0.0126  N91 1.010
94 H 5.5501 -8.8664 -1.0270  N91 1.010
95 H 3.0017 -7.4157 0.7366  N92 1.010
96 H 3.1153 -5.8752 0.0364  N92 1.010
97 C 0.6603 -0.5460 -0.2398  O98 1.215, N99 1.274, N100 1.276
98 O 1.4861 -0.7702 0.6235  C97 1.215
99 N -0.4901 -0.0502 -0.0093  C97 1.274, H101 1.010, H102 1.010
100 N 0.7134 -0.9117 -1.4614  C97 1.276, H103 1.010, H104 1.010
101 H -1.1422 0.1257 -0.7602  N99 1.010
102 H -0.6209 0.4641 0.8501  N99 1.010
103 H 0.0724 -0.5059 -2.1282  N100 1.010
104 H 1.5081 -1.2099 -2.0088  N100 1.010
105 C -5.8589 -4.9192 2.8274  O106 1.219, N107 1.263, N108 1.303
106 O -6.9282 -4.6195 3.3294  C105 1.219
107 N -5.3638 -4.2054 1.9105  C105 1.263, H109 1.010, H110 1.010
108 N -5.0929 -5.9391 3.0911  C105 1.303, H111 1.010, H112 1.010
109 H -4.3722 -4.0137 1.8989  N107 1.010
110 H -6.0791 -3.6102 1.5178  N107 1.010
111 H -5.3357 -6.6809 3.7321  N108 1.010
112 H -4.2364 -6.0147 2.5611  N108 1.010
113 C 7.6602 -4.5132 5.0442  O114 1.247, N115 1.296, N116 1.299
114 O 7.5893 -4.4026 6.2842  C113 1.247
115 N 6.9358 -3.9120 4.1533  C113 1.296, H117 1.010, H118 1.010
116 N 8.4835 -5.3462 4.4813  C113 1.299, H119 1.010, H120 1.010
117 H 7.1069 -4.0424 3.1665  N115 1.010
118 H 6.1917 -3.3125 4.4804  N115 1.010
119 H 9.2803 -5.6773 5.0062  N116 1.010
120 H 8.5477 -5.2077 3.4829  N116 1.010

Results
Total charge ... 0
HOMO ... -9.35 eV
LUMO ... -0.104 eV



Which structure is the least stable? The one labeled <Q>.